(P)
A 2-piece molecular cluster, C2H10NO2 overall. Source: the OMol25 dataset; level of theory: wB97M-V/def2-TZVPD.

Values from the calculation:
HOMO	-14.4478	eV
orbital gap	0.3847	hartree
total charge	+1

Last column: natural (NBO) charge in e.
CARTESIAN COORDINATES (ANGSTROEM)
O 0.578 -1.023 1.976  -0.679
O -0.657 2.459 0.822  -0.973
N -0.058 -0.276 -1.815  -0.679
C -0.155 -0.594 -0.294  -0.277
C 0.705 -1.448 0.671  -0.049
H -0.358 3.143 1.430  0.493
H -1.200 -0.805 -0.048  0.229
H 1.722 -1.238 0.290  0.155
H 0.539 -2.529 0.644  0.209
H -0.829 -0.723 -2.303  0.456
H 0.263 -0.129 2.113  0.492
H -1.562 2.765 0.587  0.486
H 0.097 0.425 0.027  0.237
H 0.128 0.715 -1.937  0.459
H 0.787 -0.743 -2.164  0.442



(Q)
A 3-piece molecular cluster, C2H10NO2 overall. Source: the OMol25 dataset; level of theory: wB97M-V/def2-TZVPD.

Values from the calculation:
HOMO	-15.1287	eV
orbital gap	0.4386	hartree
total charge	+1

Last column: natural (NBO) charge in e.
CARTESIAN COORDINATES (ANGSTROEM)
O -0.310 2.177 1.245  -0.985
O -2.297 -1.203 -0.863  -0.982
N -0.027 -0.343 0.200  -0.724
C 2.004 -0.698 -1.015  -0.337
C 1.464 -0.085 0.012  -0.068
H -2.971 -0.520 -0.957  0.492
H 0.539 2.636 1.242  0.499
H -0.270 0.146 1.155  0.484
H -0.166 -1.346 0.256  0.444
H -0.866 2.458 1.990  0.507
H -0.572 0.033 -0.594  0.468
H -2.792 -1.975 -0.576  0.497
H 1.303 -1.193 -1.700  0.220
H 3.072 -0.741 -1.091  0.251
H 1.887 0.653 0.697  0.232



The structure with the most favorable energy is (Q); the runner-up is 0.0227 hartree above it.



(P)
A single C3H4ClN3O molecule. Source: the OMol25 dataset; level of theory: wB97M-V/def2-TZVPD.

Values from the calculation:
HOMO	-9.5086	eV
orbital gap	0.3627	hartree
total charge	0
SMILES	O=C1CN=C(NCl)N1

Last column: natural (NBO) charge in e.
CARTESIAN COORDINATES (ANGSTROEM)
Cl -0.615 1.888 -2.784  0.144
O 0.521 -1.622 1.697  -0.550
N -1.041 0.606 -0.347  -0.498
N 0.671 1.496 -1.725  -0.577
N 1.014 -0.144 -0.040  -0.654
C 0.161 0.639 -0.752  0.529
C 0.225 -0.740 0.966  0.681
C -1.179 -0.165 0.816  -0.343
H 1.368 1.075 -2.277  0.380
H -1.663 -1.069 0.773  0.229
H 1.927 -0.372 -0.369  0.418
H -1.550 0.541 1.502  0.241



(Q)
A single C3H4ClN3O molecule. Source: the OMol25 dataset; level of theory: wB97M-V/def2-TZVPD.

Values from the calculation:
HOMO	-8.8857	eV
orbital gap	0.3490	hartree
total charge	0
SMILES	CNc1nnoc1Cl

Last column: natural (NBO) charge in e.
CARTESIAN COORDINATES (ANGSTROEM)
Cl -0.419 2.385 -0.192  0.128
O -2.568 0.825 0.150  -0.229
N -2.755 -0.450 0.004  0.104
N -1.700 -1.123 -0.206  -0.227
N 0.680 -0.716 -0.461  -0.600
C 1.689 -0.091 0.271  -0.431
C -0.648 -0.244 -0.125  0.193
C -1.218 0.990 -0.147  0.066
H 1.525 0.208 1.287  0.190
H 2.552 -0.682 0.216  0.211
H 2.150 0.680 -0.322  0.196
H 0.713 -1.784 -0.476  0.399



The structure with the most favorable energy is (P); the runner-up is 0.0712 hartree above it.



(P)
CH2I3P as an isolated structure. Source: the OMol25 dataset; level of theory: wB97M-V/def2-TZVPD.

Values from the calculation:
HOMO	-9.3308	eV
orbital gap	0.2985	hartree
total charge	0

Last column: natural (NBO) charge in e.
CARTESIAN COORDINATES (ANGSTROEM)
I 2.098 -0.607 0.577  0.222
I -0.942 -2.103 -0.568  0.153
I 0.489 0.363 -2.571  0.229
P -1.007 0.780 0.444  0.363
C 0.225 -0.213 -0.454  -0.939
H -0.937 0.131 1.861  0.011
H 0.074 1.649 0.711  -0.040



(Q)
CH2I3P as an isolated structure. Source: the OMol25 dataset; level of theory: wB97M-V/def2-TZVPD.

Values from the calculation:
HOMO (spin up / spin down)	-9.3369 / -8.6313	eV
orbital gap (spin up / spin down)	0.2843 / 0.2698	hartree
total charge	0

Last column: natural (NBO) charge in e.
CARTESIAN COORDINATES (ANGSTROEM)
I -2.225 -0.984 -0.815  0.200
I -0.692 1.793 0.921  0.282
I -0.061 -1.602 1.990  0.184
P 0.839 -0.592 -0.914  0.462
C -0.491 -0.213 0.267  -1.021
H 0.932 1.934 -1.655  -0.044
H 1.698 -0.336 0.206  -0.063



The structure with the most favorable energy is (P); the runner-up is 0.1130 hartree above it.



(P)
A 2-piece molecular cluster, CH4O3 overall. Source: the OMol25 dataset; level of theory: wB97M-V/def2-TZVPD.

Values from the calculation:
HOMO	-10.6648	eV
orbital gap	0.4161	hartree
total charge	0
SMILES	O=CO.O

Last column: natural (NBO) charge in e.
CARTESIAN COORDINATES (ANGSTROEM)
O -0.388 -1.688 -0.255  -0.539
O -0.596 3.147 -1.275  -0.918
O 0.793 -1.944 1.573  -0.749
C 0.085 -2.428 0.559  0.632
H 1.466 -1.202 1.487  0.527
H -0.185 4.037 -1.308  0.458
H 0.326 -3.468 0.254  0.128
H -1.502 3.546 -1.035  0.460



(Q)
A single CH4O3 molecule. Source: the OMol25 dataset; level of theory: wB97M-V/def2-TZVPD.

Values from the calculation:
HOMO	-10.8276	eV
orbital gap	0.4139	hartree
total charge	0
SMILES	OC(O)O

Last column: natural (NBO) charge in e.
CARTESIAN COORDINATES (ANGSTROEM)
O 1.235 0.051 0.231  -0.704
O -0.513 -1.129 -0.526  -0.717
O -0.895 1.181 0.130  -0.787
C 0.108 0.103 -0.487  0.625
H -0.488 1.534 0.905  0.463
H 1.188 -0.649 0.934  0.486
H 0.204 0.359 -1.553  0.159
H -0.838 -1.450 0.366  0.475



The structure with the most favorable energy is (Q); the runner-up is 0.0106 hartree above it.



(P)
CH3ClN3S as an isolated structure. Source: the OMol25 dataset; level of theory: wB97M-V/def2-TZVPD.

Values from the calculation:
HOMO	-14.9011	eV
orbital gap	0.3695	hartree
total charge	+1

Last column: natural (NBO) charge in e.
CARTESIAN COORDINATES (ANGSTROEM)
Cl -4.575 0.187 -0.125  0.286
S 3.047 0.158 -0.027  0.260
N -2.954 0.154 -0.276  -0.050
N 0.360 -0.141 0.771  -0.429
N -2.166 -0.033 0.624  -0.342
C 1.439 -0.137 0.346  0.294
H -2.586 -0.375 1.457  0.348
H 2.544 0.984 -0.957  0.193
H -0.836 -0.363 0.683  0.441



(Q)
An isolated ion of composition CH3ClN3S and charge +1. Source: the OMol25 dataset; level of theory: wB97M-V/def2-TZVPD.

Values from the calculation:
HOMO	-14.0291	eV
orbital gap	0.2989	hartree
total charge	+1

Last column: natural (NBO) charge in e.
CARTESIAN COORDINATES (ANGSTROEM)
Cl -1.319 1.422 -0.745  -0.034
S 0.656 1.712 -0.984  0.667
N -0.742 -1.033 0.424  0.262
N -1.504 -1.558 1.152  -0.299
N 0.303 -0.663 0.021  -0.062
C 1.239 -0.006 -0.573  -0.299
H 0.862 2.170 0.187  0.144
H -1.156 -1.785 2.063  0.373
H 1.661 -0.258 -1.544  0.247



The structure with the most favorable energy is (P); the runner-up is 0.0930 hartree above it.



(P)
A single C10H10S5 molecule. Source: the OMol25 dataset; level of theory: wB97M-V/def2-TZVPD.

Values from the calculation:
HOMO	-8.6295	eV
orbital gap	0.3396	hartree
total charge	0
SMILES	c1csc(CSSSCc2cccs2)c1

Last column: natural (NBO) charge in e.
CARTESIAN COORDINATES (ANGSTROEM)
S 0.605 2.683 -2.053  0.449
S -1.029 -2.596 1.999  0.456
S -2.067 0.448 -0.246  -0.031
S -0.895 1.044 1.331  0.113
S -0.922 -0.644 -1.555  0.121
C 1.494 -2.295 2.106  -0.249
C 2.050 1.952 -2.608  -0.422
C -0.046 2.524 0.681  -0.563
C 1.153 -2.224 0.720  -0.257
C 2.747 1.366 -1.602  -0.251
C 0.936 2.210 -0.418  -0.215
C -0.926 -2.294 -0.787  -0.571
C -0.184 -2.384 0.519  -0.228
C 0.423 -2.486 2.909  -0.422
C 2.101 1.524 -0.335  -0.259
H -0.449 -2.953 -1.573  0.243
H 2.503 -2.194 2.492  0.223
H 3.671 0.831 -1.727  0.223
H 0.439 2.923 1.538  0.238
H 2.314 1.995 -3.666  0.240
H 0.405 -2.579 3.983  0.239
H -0.811 3.269 0.377  0.237
H 2.454 1.103 0.587  0.225
H 1.856 -2.049 -0.075  0.227
H -1.945 -2.648 -0.675  0.234



(Q)
A single C10H10S5 molecule. Source: the OMol25 dataset; level of theory: wB97M-V/def2-TZVPD.

Values from the calculation:
HOMO	-8.5712	eV
orbital gap	0.3347	hartree
total charge	0
SMILES	c1csc(CSSSCc2cccs2)c1

Last column: natural (NBO) charge in e.
CARTESIAN COORDINATES (ANGSTROEM)
S 3.543 -1.584 0.390  0.447
S -1.908 1.044 -1.333  0.409
S -3.164 -2.168 -0.832  0.131
S 0.095 -2.535 -0.851  0.099
S -1.625 -3.042 0.140  -0.031
C -1.256 2.175 0.888  -0.269
C 2.053 -0.768 -0.049  -0.232
C -3.589 -0.741 0.159  -0.596
C -1.094 2.309 -0.436  -0.401
C 0.722 -1.250 0.367  -0.548
C -2.049 1.014 1.239  -0.268
C -2.556 0.347 0.148  -0.201
C 4.507 -0.441 -0.442  -0.423
C 2.367 0.298 -0.899  -0.245
C 3.765 0.528 -1.086  -0.264
H 0.739 -1.882 1.327  0.238
H -3.784 -1.006 1.194  0.239
H -0.770 2.854 1.614  0.234
H 4.204 1.382 -1.645  0.233
H -0.504 3.083 -0.980  0.246
H -4.601 -0.412 -0.221  0.250
H 0.028 -0.406 0.474  0.250
H 1.574 0.978 -1.158  0.224
H 5.623 -0.532 -0.297  0.246
H -2.321 0.758 2.289  0.230



The structure with the most favorable energy is (P); the runner-up is 0.0185 hartree above it.



(P)
H10LiO5 as an isolated structure. Source: the OMol25 dataset; level of theory: wB97M-V/def2-TZVPD.

Values from the calculation:
HOMO	-15.3321	eV
orbital gap	0.4292	hartree
total charge	+1

Last column: natural (NBO) charge in e.
CARTESIAN COORDINATES (ANGSTROEM)
O -0.396 1.697 -1.384  -0.984
O 0.546 -1.454 1.607  -1.015
O -0.446 -1.405 -1.477  -0.933
O -1.836 0.610 1.024  -0.970
O 1.941 0.883 0.402  -0.967
Li -0.112 0.017 0.206  0.899
H 0.347 -1.579 -1.776  0.476
H -1.961 1.140 1.825  0.504
H 1.388 -1.837 1.242  0.518
H 2.380 1.496 0.946  0.499
H -1.080 1.763 -2.149  0.513
H 2.426 1.020 -0.511  0.486
H -0.844 -2.046 -0.967  0.482
H -2.601 0.035 1.077  0.491
H -0.362 -2.067 1.712  0.518
H 0.615 1.723 -1.771  0.484



(Q)
H10LiO5 as an isolated structure. Source: the OMol25 dataset; level of theory: wB97M-V/def2-TZVPD.

Values from the calculation:
HOMO	-15.8059	eV
orbital gap	0.4490	hartree
total charge	+1

Last column: natural (NBO) charge in e.
CARTESIAN COORDINATES (ANGSTROEM)
O 0.625 2.278 -0.161  -0.942
O -0.872 -0.342 1.661  -0.979
O 1.412 -0.629 0.971  -0.974
O -1.588 0.426 -1.097  -0.986
O -0.062 -1.592 -1.471  -1.008
Li -0.066 0.106 -0.148  0.885
H -1.666 0.487 -1.978  0.505
H -2.072 -0.350 -0.504  0.509
H 0.291 -1.415 -2.398  0.513
H -0.631 0.183 2.518  0.526
H -1.621 0.009 1.216  0.475
H 1.291 -1.345 1.680  0.504
H 0.800 2.681 0.605  0.476
H 1.348 2.537 -0.754  0.491
H 2.334 -0.776 0.751  0.490
H 0.473 -2.256 -0.893  0.515



The structure with the most favorable energy is (P); the runner-up is 0.0088 hartree above it.



(P)
A 2-piece molecular cluster, C8H10F6O4 overall. Source: the OMol25 dataset; level of theory: wB97M-V/def2-TZVPD.

Values from the calculation:
HOMO	-11.3505	eV
orbital gap	0.4325	hartree
total charge	0
SMILES	CCOC(=O)C(F)(F)F.CCOC(=O)C(F)(F)F

Last column: natural (NBO) charge in e.
CARTESIAN COORDINATES (ANGSTROEM)
F -1.872 -4.184 1.474  -0.300
F -0.119 -3.919 0.334  -0.290
F -0.067 -5.056 2.153  -0.318
F -1.532 -1.007 -3.394  -0.312
F -3.486 0.040 -3.402  -0.302
F -1.950 0.737 -4.596  -0.289
O -0.946 2.173 -2.530  -0.500
O -0.890 -2.576 3.461  -0.520
O -1.978 0.712 -1.032  -0.550
O 0.786 -1.992 1.972  -0.485
C -0.477 3.098 -1.510  -0.076
C 2.491 -0.363 2.185  -0.629
C 1.082 -0.819 2.575  -0.081
C -0.578 -3.976 1.541  0.900
C -2.158 0.205 -3.433  0.907
C 0.991 3.269 -1.567  -0.630
C -0.275 -2.733 2.442  0.702
C -1.671 1.031 -2.217  0.690
H 2.687 0.668 2.479  0.215
H 1.535 2.367 -1.286  0.222
H 0.471 0.013 2.224  0.183
H 1.257 3.928 -0.740  0.222
H -1.043 4.024 -1.609  0.197
H 1.308 3.779 -2.477  0.219
H 2.773 -0.291 1.134  0.218
H -0.668 2.726 -0.504  0.203
H 1.046 -0.913 3.660  0.195
H 3.282 -0.941 2.663  0.210



(Q)
A 2-piece molecular cluster, C8H10F6O4 overall. Source: the OMol25 dataset; level of theory: wB97M-V/def2-TZVPD.

Values from the calculation:
HOMO	-11.3517	eV
orbital gap	0.4318	hartree
total charge	0
SMILES	CCOC(=O)C(F)(F)F.CCOC(=O)C(F)(F)F

Last column: natural (NBO) charge in e.
CARTESIAN COORDINATES (ANGSTROEM)
F 1.661 4.806 -0.301  -0.292
F -3.082 -0.160 0.785  -0.303
F 0.682 4.999 -2.171  -0.313
F -4.470 -1.818 0.947  -0.303
F -0.328 4.027 -0.578  -0.292
F -3.000 -1.829 -0.603  -0.305
O 2.724 2.671 -1.391  -0.540
O 0.637 1.836 -1.847  -0.486
O -2.051 -3.502 1.564  -0.550
O -1.593 -1.477 2.580  -0.488
C 0.770 -1.889 2.682  -0.635
C -3.195 -1.491 0.677  0.908
C 1.051 0.492 -2.050  -0.066
C 1.574 0.263 -3.503  -0.637
C 0.853 4.162 -1.125  0.898
C 1.479 2.844 -1.478  0.673
C -0.550 -2.092 3.396  -0.076
C -2.191 -2.254 1.615  0.683
H 1.776 0.205 -1.289  0.194
H 0.897 -2.362 1.708  0.222
H -0.605 -1.545 4.337  0.203
H 2.455 0.852 -3.759  0.228
H -0.676 -3.156 3.593  0.210
H 0.803 0.560 -4.214  0.215
H 1.009 -0.828 2.607  0.216
H 1.665 -0.808 -3.679  0.221
H 1.507 -2.354 3.336  0.219
H 0.197 -0.152 -1.838  0.197



The structure with the most favorable energy is (Q); the runner-up is 0.0077 hartree above it.